C57H45N4O2P2S2SiSn | ωB97M-V with the def2-TZVPD basis set

```
! RIJCOSX wB97M-V def2-TZVPD def2/J DEFGRID3
* xyz -1 1
Sn -0.987 -0.020 0.064
C -1.161 3.391 2.767
Si -0.099 2.318 1.556
C 0.546 3.778 0.427
C 1.043 4.970 0.962
C 1.256 6.093 0.181
C 0.971 6.058 -1.180
C 0.539 4.876 -1.753
C 0.347 3.740 -0.963
P -0.114 2.144 -1.741
C -1.462 2.718 -2.839
C -1.364 2.964 -4.205
C -2.479 3.391 -4.915
C -3.688 3.589 -4.268
C -3.786 3.373 -2.900
C -2.682 2.928 -2.194
C 1.279 1.884 -2.896
C 2.520 2.476 -2.679
C 3.610 2.161 -3.476
C 3.473 1.241 -4.503
C 2.240 0.645 -4.734
C 1.153 0.957 -3.933
C 1.449 1.918 2.639
C 1.562 2.269 3.987
C 2.635 1.864 4.764
C 3.656 1.111 4.201
C 3.575 0.749 2.867
C 2.468 1.119 2.101
P 2.411 0.705 0.307
C 4.127 1.344 0.015
C 4.207 2.738 0.119
C 5.402 3.405 -0.079
C 6.558 2.692 -0.367
C 6.498 1.312 -0.453
C 5.294 0.641 -0.268
C 2.464 -1.193 0.272
C 3.364 -1.689 -0.831
C 4.211 -2.705 -0.670
C 4.357 -3.384 0.608
C 3.617 -3.050 1.663
C 2.529 -2.029 1.575
H -0.651 4.287 3.128
H -2.076 3.706 2.262
H -1.468 2.804 3.637
H 1.261 5.016 2.024
H 1.634 7.006 0.626
H 1.094 6.945 -1.791
H 0.343 4.829 -2.818
H -0.423 2.822 -4.718
H -2.402 3.566 -5.981
H -4.557 3.909 -4.830
H -4.726 3.539 -2.389
H -2.750 2.733 -1.127
H 2.633 3.203 -1.890
H 4.565 2.636 -3.286
H 4.323 0.994 -5.127
H 2.124 -0.069 -5.541
H 0.198 0.484 -4.116
H 0.788 2.880 4.438
H 2.689 2.144 5.810
H 4.507 0.802 4.796
H 4.381 0.181 2.415
H 3.314 3.302 0.369
H 5.434 4.485 -0.008
H 7.498 3.209 -0.511
H 7.396 0.745 -0.666
H 5.283 -0.433 -0.337
H 3.296 -1.157 -1.774
H 4.838 -3.032 -1.491
H 5.106 -4.164 0.684
H 3.739 -3.545 2.620
H 2.458 -1.441 2.488
O -1.363 -1.560 -4.480
C -0.311 -2.389 -4.593
C -0.065 -2.980 -5.834
C 1.014 -3.825 -6.008
C 1.861 -4.109 -4.942
C 1.620 -3.532 -3.709
C 0.545 -2.668 -3.511
C 0.346 -1.977 -2.203
O -0.467 -0.984 -2.166
N 1.046 -2.447 -1.213
N 1.035 -1.697 0.007
C 1.143 -2.618 1.192
C 0.127 -2.452 2.276
C -0.348 -3.545 2.988
C -1.275 -3.330 3.996
C -1.657 -2.033 4.289
C -1.106 -0.999 3.549
N -0.241 -1.206 2.561
H -1.300 -1.183 -3.558
H -0.735 -2.737 -6.649
H 1.199 -4.264 -6.981
H 2.703 -4.774 -5.084
H 2.270 -3.738 -2.869
H 1.191 -3.656 0.860
H -0.035 -4.545 2.717
H -1.706 -4.172 4.523
H -2.400 -1.817 5.044
H -1.360 0.038 3.727
S -3.700 -0.088 1.433
C -3.665 -1.752 1.183
N -2.725 -2.439 0.583
C -3.019 -3.778 0.463
C -2.226 -4.733 -0.173
C -2.697 -6.029 -0.292
C -3.940 -6.393 0.220
C -4.724 -5.467 0.890
C -4.254 -4.169 1.014
S -5.020 -2.783 1.734
H -1.271 -4.443 -0.592
H -2.098 -6.767 -0.811
H -4.305 -7.404 0.091
H -5.692 -5.746 1.286
*
```

For the energy above the lowest of the compared OMol25 structures with the same formula, charge and spin, the calculation gives 12.7 kJ/mol. As for the HOMO energy: -3.8 eV. The gap between HOMO and LUMO is 6.186 eV. The LUMO energy is 2.4 eV. The value obtained for the total energy is -4551.5743 hartree.

Results of the Mulliken charge analysis, in e, for atoms 1 through 5: 1.5085 -1.7004 2.1937 0.2110 -0.3663

=====

C7H6MgNO6 | ωB97M-V with the def2-TZVPD basis set

```
! RIJCOSX wB97M-V def2-TZVPD def2/J DEFGRID3
* xyz 1 1
O 4.667 -0.129 -1.529
C 3.862 0.597 -1.198
Mg -1.025 0.961 -0.203
C -2.509 2.542 0.770
O -3.166 3.358 1.238
C 0.108 2.880 0.190
O 0.225 3.974 0.580
C -0.828 1.743 -2.415
O -0.325 2.247 -3.309
C 0.391 1.202 1.659
O 1.308 1.465 2.301
H 0.796 2.291 -0.562
C -1.094 -3.255 -0.197
C -0.400 -1.993 0.139
N 0.615 -2.051 1.003
O -0.794 -0.908 -0.392
H -0.602 -4.118 0.261
H -1.044 -3.403 -1.280
H -2.130 -3.238 0.166
H 1.119 -1.234 1.340
H 0.825 -2.931 1.438
*
```

For the energy above the lowest of the compared OMol25 structures with the same formula, charge and spin, the calculation gives 0.0 kJ/mol. As for the HOMO energy (spin up / spin down): -10.5 / -10.5 eV. The gap between HOMO and LUMO (spin up / spin down) is 6.489 / 6.491 eV. The LUMO energy (spin up / spin down) is -4.0 / -4.0 eV. The value obtained for the total energy is -976.3581 hartree.

Results of the natural (NBO) charge analysis, in e, for atoms 1 through 5: -0.4800 0.4830 1.6848 0.3801 -0.3994

=====

C20H20B3F3N3O10P | ωB97M-V with the def2-TZVPD basis set

```
! RIJCOSX wB97M-V def2-TZVPD def2/J DEFGRID3
* xyz 0 1
C 2.331 -3.708 1.459
P 1.495 -2.657 0.229
O 1.264 -1.301 1.175
B -0.243 -3.464 0.248
O -0.435 -4.841 0.281
B -1.651 -5.335 0.696
O -2.776 -4.564 0.438
B -2.559 -3.222 0.570
C -3.670 -2.343 1.341
F -3.322 -1.063 1.537
F -3.898 -2.890 2.560
F -4.862 -2.330 0.691
O -1.390 -2.661 0.151
H 1.775 -3.800 2.393
H 2.439 -4.700 1.016
H 3.315 -3.289 1.663
H 0.883 -0.582 0.660
H -1.731 -6.343 1.313
C 3.831 3.218 -0.454
C 4.162 1.990 -1.014
C 4.285 0.872 -0.204
C 4.072 1.016 1.155
C 3.741 2.225 1.737
C 3.623 3.334 0.915
N 4.189 -0.175 2.019
O 4.506 -1.223 1.491
O 3.950 -0.044 3.201
H 3.737 4.087 -1.091
H 4.330 1.910 -2.079
H 4.539 -0.097 -0.607
H 3.583 2.284 2.804
H 3.366 4.293 1.347
C 6.538 8.837 -3.322
C 5.275 8.275 -3.451
C 5.116 6.899 -3.397
C 6.242 6.118 -3.212
C 7.512 6.651 -3.083
C 7.652 8.029 -3.141
N 6.084 4.652 -3.144
O 4.961 4.199 -3.268
O 7.078 3.982 -2.963
H 6.655 9.912 -3.364
H 4.409 8.907 -3.594
H 4.147 6.433 -3.497
H 8.358 5.997 -2.942
H 8.635 8.469 -3.043
C -7.531 -4.084 1.182
C -8.101 -5.033 0.344
C -9.461 -5.291 0.402
C -10.223 -4.579 1.310
C -9.683 -3.629 2.157
C -8.321 -3.386 2.086
N -11.676 -4.841 1.374
O -12.128 -5.694 0.636
O -12.332 -4.190 2.161
H -6.470 -3.884 1.133
H -7.484 -5.577 -0.359
H -9.932 -6.023 -0.236
H -10.322 -3.101 2.849
H -7.874 -2.647 2.739
*
```

For the energy above the lowest of the compared OMol25 structures with the same formula, charge and spin, the calculation gives 0.0 kJ/mol. Its SMILES is CP(O)B1OBOB(C(F)(F)F)O1.O=[N+]([O-])c1ccccc1.O=[N+]([O-])c1ccccc1.O=[N+]([O-])c1ccccc1. As for the HOMO energy: -8.7 eV. The gap between HOMO and LUMO is 7.886 eV. The LUMO energy is -0.8 eV. The value obtained for the total energy is -2406.3345 hartree.

Results of the natural (NBO) charge analysis, in e, for atoms 1 through 5: -0.9441 0.8120 -0.9717 0.8011 -0.8940